This record from the OMol25 dataset describes a molecular structure, C43H42ClN9O9SSn at a distorted geometry. The level of theory is ωB97M-V/def2-TZVPD.

Last column: Mulliken charge in e.
Atoms and positions in Å:
Sn -0.71351 -0.35200 -2.24227  1.49
O -4.09733 2.63665 -3.40598  -0.51
C -3.01138 1.86837 -3.51136  -0.08
O -3.06413 0.66369 -3.45896  -0.41
C -1.74896 2.63951 -3.70163  0.46
C -1.73989 3.97679 -4.05798  -0.55
C -0.51103 4.61214 -4.18339  -0.56
C 0.64577 3.88200 -3.99685  -0.66
C 0.55337 2.52973 -3.67140  0.35
N -0.62662 1.94232 -3.49945  0.22
C 1.83397 1.66963 -3.56395  0.01
O 2.89728 2.29200 -3.51285  -0.78
O 1.65396 0.42234 -3.56877  -0.27
H -4.85514 2.07014 -3.20911  0.37
H -2.67011 4.49913 -4.22720  0.52
H -0.46467 5.66325 -4.43574  0.45
H 1.62723 4.32605 -4.08247  0.58
O 0.81328 -4.25049 0.55284  -0.61
C 0.56110 -3.29008 -0.33926  0.02
O -0.07067 -2.29823 -0.07590  0.04
C 1.20030 -3.52727 -1.66520  0.19
C 2.24672 -4.42800 -1.81490  -0.90
C 2.88433 -4.49386 -3.04227  -0.61
C 2.48340 -3.63649 -4.05120  -0.65
C 1.39735 -2.79542 -3.82245  0.66
N 0.75106 -2.76891 -2.66333  0.66
C 0.82829 -1.95400 -4.94802  -0.24
O 1.71278 -1.33549 -5.73023  -0.53
O -0.34737 -1.95797 -5.18189  -0.42
H 0.39546 -4.02336 1.39624  0.36
H 2.54766 -5.03850 -0.97609  0.55
H 3.68671 -5.20100 -3.20241  0.46
H 2.98294 -3.63333 -5.01017  0.57
H 2.45062 -0.99483 -5.19924  0.39
S -2.02011 0.80013 -0.26019  -0.51
C -2.97426 -0.55890 0.30946  0.19
N -3.67228 -0.32762 1.38846  -0.73
N -4.36761 -1.23020 2.11240  0.00
C -4.24900 -2.60996 2.32994  0.71
C -3.02567 -3.28386 2.33086  0.31
C -2.98557 -4.62627 2.66543  -0.66
C -4.14230 -5.31949 2.99637  -0.78
C -5.35525 -4.65290 2.99335  -0.54
C -5.40783 -3.30761 2.67104  -0.61
N -3.09869 -1.77486 -0.32815  -0.13
N -2.63583 -1.89462 -1.47913  0.27
C -2.78606 -3.14051 -2.09921  -0.33
C -2.84776 -4.34232 -1.39216  0.21
C -2.96323 -5.53837 -2.07666  -0.77
C -3.02598 -5.54587 -3.46481  -0.48
C -2.94359 -4.35100 -4.16843  -0.69
C -2.81860 -3.15114 -3.49366  -0.08
H -5.13476 -0.78850 2.58747  0.22
H -2.12180 -2.75508 2.06209  0.36
H -2.04270 -5.16003 2.67521  0.38
H -4.09676 -6.37443 3.23183  0.42
H -6.26422 -5.18505 3.24131  0.38
H -6.35384 -2.77886 2.66518  0.40
H -2.79412 -4.31534 -0.31390  0.38
H -3.01634 -6.46832 -1.52459  0.43
H -3.12789 -6.48507 -3.99286  0.40
H -2.97869 -4.35073 -5.24977  0.42
H -2.75633 -2.20334 -4.01199  0.28
C 4.49566 4.37032 3.08072  -1.80
C 3.29919 4.88660 2.27772  1.65
C 3.80961 5.81634 1.16571  -1.98
C 2.41042 5.74049 3.19389  -1.76
C 2.46980 3.71313 1.65833  2.21
O 1.23406 4.20065 1.13938  -0.68
C 2.22251 2.52487 2.60871  -0.99
C 1.38611 2.73824 3.88482  -0.68
C 0.82786 1.39668 4.29256  -0.58
C -0.29540 0.88390 3.64911  -0.31
C -0.75528 -0.38858 3.94346  -0.53
C -0.07722 -1.15969 4.87353  0.37
Cl -0.62995 -2.77319 5.21605  -0.23
C 1.03492 -0.66718 5.53283  -0.72
C 1.47843 0.61342 5.23691  -0.33
C 3.20530 3.16149 0.40878  -2.46
N 2.61082 1.94181 -0.08738  1.67
C 1.36022 1.73850 -0.51241  -1.23
N 1.18067 0.45478 -0.74999  1.25
C 2.38263 -0.09657 -0.45974  -1.14
N 3.26987 0.77140 -0.03615  -1.13
H 5.12241 5.21428 3.37314  0.52
H 5.11371 3.68731 2.49566  0.28
H 4.18244 3.85752 3.99112  0.34
H 4.19102 6.73661 1.60973  0.53
H 2.99876 6.07982 0.48553  0.36
H 4.61943 5.36301 0.59352  0.31
H 2.99806 6.56246 3.60471  0.48
H 2.00767 5.17063 4.02904  0.28
H 1.58509 6.17226 2.62775  0.39
H 0.58525 4.25116 1.84872  0.57
H 3.17954 2.07209 2.87503  0.49
H 1.67368 1.78155 2.03220  0.21
H 0.55475 3.42306 3.69566  0.58
H 1.99406 3.14577 4.69306  0.46
H -0.81894 1.46421 2.89675  0.32
H -1.63450 -0.76856 3.44308  0.49
H 1.55168 -1.27704 6.26078  0.44
H 2.35159 1.00499 5.74558  0.40
H 4.24044 2.92638 0.63957  0.40
H 3.15186 3.90498 -0.38453  0.61
H 0.61946 2.51335 -0.60537  0.34
H 2.58667 -1.14765 -0.56963  0.55

Calculated values
Spin multiplicity: 1
Kohn-Sham gap, eV: 6.4105
Charge: 0
HOMO, eV: -7.02